# 1
DFT (ωB97M-V/def2-TZVPD) results for C4H8O2 in the gas phase.

```
14
Properties=species:S:1:pos:R:3:forces:R:3
C -0.221456 -1.800687 0.358286 0.0289 -0.2015 0.0831
C 1.888431 0.187852 -1.022833 -0.1335 0.2564 0.0602
O -0.741573 -0.694658 -0.358140 -0.0457 -0.0384 -0.0597
C -0.873400 0.488709 0.389666 -0.0232 0.1419 0.1378
C 0.131428 1.515494 -0.110903 -0.2214 0.1128 -0.0829
O 1.435928 0.909937 -0.039490 0.2465 -0.1996 -0.1899
H 0.761745 -1.582321 0.795076 -0.1649 -0.0202 -0.0760
H -0.116743 -2.609542 -0.367563 0.0098 0.0725 0.1480
H -0.911470 -2.117382 1.153530 0.0812 0.0556 -0.1083
H 1.167663 0.319957 -1.875819 0.1277 -0.0125 0.1008
H -1.891745 0.872064 0.252906 0.1312 0.0522 0.0637
H -0.713326 0.310894 1.461351 -0.0205 -0.0376 -0.1370
H 0.152883 2.409770 0.516280 -0.0426 -0.1100 -0.0476
H -0.068365 1.789915 -1.152348 0.0264 -0.0717 0.1078
```
Positions in Å, forces in eV/Å.

- energy (Ha) = -307.54383
- frontier orbital gap (eV) = 9.2749
- energy relative to the best compared isomer or geometry (same formula, charge and spin) (kcal/mol) = 105.8

# 2
DFT (ωB97M-V/def2-TZVPD) results for 2 unconnected molecules or ions with the total composition C4H8O2.

```
14
Properties=species:S:1:pos:R:3:forces:R:3
C 1.036625 -1.267379 2.132243 -0.9822 -2.0166 -0.3053
C 1.204309 -1.656874 0.851412 1.2647 -0.1988 1.2468
O 1.355973 -0.754081 -0.159850 -0.3076 -0.5886 0.3013
H 0.686968 -2.062950 2.841851 0.8595 1.0179 -0.4796
H 1.062770 -0.237406 2.438431 -0.2610 0.2883 0.0530
H 1.491321 -2.719046 0.636968 -0.8482 1.1277 -0.3083
H 0.908650 0.024373 0.198423 0.3274 0.4176 -0.5888
C -1.853783 0.961884 -0.040437 0.3361 -1.8064 -0.0379
C -1.295556 1.004582 -1.447459 0.7680 2.7782 0.4195
O -0.239006 1.599562 -1.532760 0.1373 -0.7195 -0.6692
H -1.220909 0.238649 0.488851 -0.0041 -0.2939 -0.0860
H -1.626337 1.863198 0.551190 -0.7808 0.0022 -0.7578
H -2.829895 0.488027 -0.006016 -0.4296 0.6625 0.3419
H -1.830609 0.808917 -2.412786 -0.0796 -0.6707 0.8704
```
Positions in Å, forces in eV/Å.

- energy (Ha) = -307.61257
- frontier orbital gap (eV) = 9.9624
- energy relative to the best compared isomer or geometry (same formula, charge and spin) (kcal/mol) = 62.7
- SMILES = C=CO.CC=O

# 3
DFT (ωB97M-V/def2-TZVPD) results for C4H8O2 in the gas phase.

```
14
Properties=species:S:1:pos:R:3:forces:R:3
C -1.139421 -1.084566 0.190533 -0.0414 -0.0143 -0.0172
C -0.157100 0.091378 0.307544 -0.0466 0.0645 -0.0417
C -0.645185 1.310589 -0.508244 -0.7463 -0.2997 0.1302
O -1.824419 1.563708 -0.519484 0.1683 0.1588 -0.1387
C 1.257404 -0.362952 -0.013147 -0.2119 -0.2119 -0.0958
O 2.201767 0.653035 0.243636 0.0604 0.2753 -0.0715
H -2.149641 -0.804969 0.495224 0.1689 0.0506 -0.0824
H -0.808920 -1.913739 0.828547 -0.0226 0.2180 -0.0881
H -1.186635 -1.463062 -0.837204 0.0151 0.1181 0.1218
H -0.164432 0.444505 1.351426 0.0452 -0.0189 -0.1550
H 0.012077 2.011288 -1.098749 0.2048 -0.6677 0.4433
H 1.522528 -1.217605 0.621836 -0.0595 0.1826 -0.1298
H 1.298803 -0.713101 -1.058351 0.1051 0.1302 0.1057
H 1.783177 1.485491 -0.003566 0.3605 0.0144 0.0192
```
Positions in Å, forces in eV/Å.

- energy (Ha) = -307.66080
- frontier orbital gap (eV) = 10.7498
- energy relative to the best compared isomer or geometry (same formula, charge and spin) (kcal/mol) = 32.4
- SMILES = C[C@H](C=O)CO

# 4
DFT (ωB97M-V/def2-TZVPD) results for C4H8O2 in the gas phase.

```
14
Properties=species:S:1:pos:R:3:forces:R:3
C 1.306233 1.033652 0.370577 0.0428 -0.0248 0.0167
C 0.569825 -2.200826 -0.505829 -0.3562 0.2109 0.0737
O -0.186327 -1.768476 0.454356 0.3047 -0.1893 -0.1160
C -1.307861 -0.855678 0.232543 -0.2576 -0.0125 -0.1539
O -1.039774 0.397412 0.698036 -0.0221 -0.0754 0.0612
C -0.135848 1.175881 -0.090321 0.1338 0.1527 -0.1419
H 1.392487 1.314429 1.424264 -0.0106 -0.0273 -0.1399
H 1.950799 1.693749 -0.219343 -0.0976 -0.0646 0.0789
H 0.142206 -1.771238 -1.464028 0.0673 -0.0851 0.1103
H 1.672916 0.009471 0.261459 -0.0222 0.1964 0.0159
H -2.134319 -1.260766 0.817477 0.1003 0.0363 -0.0725
H -1.512185 -0.879903 -0.850907 0.0495 0.0134 0.1316
H -0.471557 2.211307 0.021858 0.0504 -0.1468 -0.0189
H -0.246592 0.900980 -1.150145 0.0176 0.0162 0.1547
```
Positions in Å, forces in eV/Å.

- energy (Ha) = -307.55452
- frontier orbital gap (eV) = 9.3372
- energy relative to the best compared isomer or geometry (same formula, charge and spin) (kcal/mol) = 99.1

# 5
DFT (ωB97M-V/def2-TZVPD) results for C4H8O2 in the gas phase.

```
14
Properties=species:S:1:pos:R:3:forces:R:3
C -2.299651 0.385977 -0.203849 -0.3233 0.1046 0.0464
O -1.033034 -0.104218 -0.553651 0.0439 -0.0487 -0.0532
C -0.111573 -0.040579 0.504534 0.1626 -0.0048 0.1664
C 1.134299 -0.744532 0.035806 -0.2182 -0.0330 -0.0688
C 2.259357 0.043487 -0.456809 0.0666 0.1586 -0.2815
O 2.287565 -0.551057 0.835400 0.0797 -0.0168 0.2066
H -2.709803 -0.150132 0.666324 0.0554 0.0736 -0.1255
H -2.270359 1.461408 0.031513 0.0159 -0.1538 -0.0322
H -2.955677 0.225453 -1.062565 0.0671 0.0571 0.1430
H -0.515481 -0.527832 1.407635 0.0371 0.0024 -0.1332
H 0.131343 1.002559 0.773149 -0.0576 -0.1673 -0.0542
H 0.976908 -1.759330 -0.333687 0.0913 0.1660 0.0620
H 2.149451 1.128599 -0.459206 0.1020 -0.1661 -0.0306
H 2.956650 -0.369799 -1.184590 -0.1224 0.0282 0.1549
```
Positions in Å, forces in eV/Å.

- energy (Ha) = -307.61897
- frontier orbital gap (eV) = 11.1945
- energy relative to the best compared isomer or geometry (same formula, charge and spin) (kcal/mol) = 58.6
- SMILES = COC[C@H]1CO1

# 6
DFT (ωB97M-V/def2-TZVPD) results for a molecular structure, C4H8O2.

```
14
Properties=species:S:1:pos:R:3:forces:R:3
C 1.535253 -0.007313 -0.278864 0.0100 -0.0204 -0.0467
C 0.130211 -0.185662 0.296957 0.0765 0.1607 -0.3347
O 0.268983 -0.876125 1.511265 -0.2970 -0.1846 0.0272
C -0.865092 -0.639828 -0.819371 0.0247 -0.3488 -0.0585
O -1.273073 0.725796 -0.998264 -0.1733 0.0848 -0.0660
C -0.789929 1.046256 0.305023 0.0972 0.2215 0.3302
H 1.710760 -0.776353 -1.035407 0.1114 0.0882 0.0751
H 2.282719 -0.140187 0.507652 -0.1583 0.1694 -0.0623
H 1.671068 0.968831 -0.752811 -0.0762 -0.1330 0.0567
H -0.532299 -0.753684 2.035515 0.0482 -0.1397 -0.1160
H -1.703167 -1.263304 -0.471463 0.1768 0.0855 0.0887
H -0.455569 -1.058023 -1.747697 -0.0049 0.0336 0.2578
H -1.589781 0.898051 1.054501 0.1145 0.1445 -0.0654
H -0.390082 2.061539 0.392965 0.0502 -0.1619 -0.0862
```
Positions in Å, forces in eV/Å.

- energy (Ha) = -307.63724
- frontier orbital gap (eV) = 10.7811
- energy relative to the best compared isomer or geometry (same formula, charge and spin) (kcal/mol) = 47.2

# 7
DFT (ωB97M-V/def2-TZVPD) results for C4H8O2 in the gas phase.

```
14
Properties=species:S:1:pos:R:3:forces:R:3
C -0.910449 0.764989 -1.072145 0.7375 0.3169 -0.7612
C 0.558903 0.187308 -1.018862 -1.1179 0.3366 -0.3186
C 1.028549 -0.015751 0.404941 -0.5680 -0.1288 -0.0527
C -0.006414 -0.887149 1.096235 0.9767 -1.4921 0.6918
O -0.354454 -2.009249 0.761338 0.1716 1.6708 0.0283
O -0.377543 -0.363312 2.287787 -0.6432 -0.4336 -0.2268
H -1.493234 0.819823 -0.148741 0.3858 -0.3593 0.1372
H -1.490073 0.197749 -1.806432 -0.0210 0.1755 0.1680
H -0.842305 1.799191 -1.425246 -0.2074 -0.1099 -0.0273
H 1.224511 0.883808 -1.538486 -0.0513 -0.2256 0.0320
H 0.549338 -0.762283 -1.563809 0.2341 0.1286 0.2033
H 1.993641 -0.528826 0.440724 -0.1149 -0.0008 0.0836
H 1.110008 0.944166 0.924322 -0.0130 -0.2269 0.0065
H -0.990479 -1.030464 2.658373 0.2311 0.3485 0.0359
```
Positions in Å, forces in eV/Å.

- energy (Ha) = -307.70342
- frontier orbital gap (eV) = 11.4024
- energy relative to the best compared isomer or geometry (same formula, charge and spin) (kcal/mol) = 5.7
- SMILES = CCCC(=O)O

# 8
DFT (ωB97M-V/def2-TZVPD) results for C4H8O2 in the gas phase.

```
14
Properties=species:S:1:pos:R:3:forces:R:3
O 2.093791 -0.142214 0.611358 -0.0334 -0.1733 -0.3629
C 1.099235 0.405878 -0.221922 0.3116 0.7014 0.6893
C -0.206897 0.582212 0.493181 -0.2471 -0.2432 -0.2416
C -0.992857 0.704250 -0.781648 -0.3761 1.0657 -0.1956
O -0.785411 -1.249552 -0.622405 0.7296 -0.6749 0.0428
C -0.721755 -0.846418 0.764789 -0.0091 -0.0871 0.0847
H 2.730928 -0.585908 0.040514 0.0480 0.1099 0.1777
H 0.171218 -0.932844 -0.913620 -0.7669 -0.3980 -0.0249
H 1.413361 1.321162 -0.747414 -0.0217 -0.2896 -0.0675
H -0.358360 1.306636 1.309170 0.1332 -0.1010 -0.1806
H -2.074856 0.581976 -0.800526 0.1875 0.0336 0.0494
H -0.565188 1.214444 -1.639490 -0.0192 -0.0623 0.1182
H -1.740798 -0.865956 1.159812 0.1594 0.0404 -0.0113
H -0.062408 -1.493666 1.348200 -0.0956 0.0784 -0.0777
```
Positions in Å, forces in eV/Å.

- energy (Ha) = -307.47835
- frontier orbital gap (spin up / spin down) (eV) = 8.0292 / 6.6301
- energy relative to the best compared isomer or geometry (same formula, charge and spin) (kcal/mol) = 146.9

# 9
DFT (ωB97M-V/def2-TZVPD) results for C4H8O2 in the gas phase.

```
14
Properties=species:S:1:pos:R:3:forces:R:3
C 1.895260 0.241739 -0.635921 0.1435 0.1180 -0.0689
O 0.940599 -0.705556 -0.127305 -0.1571 -0.0993 -0.1163
C 0.037176 -0.361501 1.180972 -0.0531 0.0653 0.0460
C -1.261668 -0.577896 0.569777 -0.2419 0.0525 0.2199
C -2.051460 0.571859 0.184185 -0.0257 -0.0950 -0.0893
O -3.211557 0.569230 -0.184735 0.3060 0.0386 0.1192
H 1.633601 0.491667 -1.666007 0.0398 -0.0460 0.1443
H 2.887382 -0.212721 -0.605472 -0.1289 0.0924 -0.0009
H 1.883577 1.148612 -0.023904 -0.0061 -0.1187 -0.1090
H 0.315063 0.670976 1.414502 -0.0681 -0.1590 -0.0540
H 0.397792 -1.070891 1.923013 -0.0767 0.0991 -0.1215
H -1.793498 -1.503064 0.777602 0.0763 0.1128 -0.0614
H -0.123880 -0.747151 -0.532423 0.3094 0.0232 0.0631
H -1.475777 1.536456 0.201644 -0.1175 -0.0839 0.0288
```
Positions in Å, forces in eV/Å.

- energy (Ha) = -307.55971
- frontier orbital gap (eV) = 9.1415
- energy relative to the best compared isomer or geometry (same formula, charge and spin) (kcal/mol) = 95.8

# 10
DFT (ωB97M-V/def2-TZVPD) results for a molecular structure, C4H8O2.

```
14
Properties=species:S:1:pos:R:3:forces:R:3
C 0.879048 -1.527225 -0.097803 0.0569 -0.1803 -0.1773
C 0.282899 -0.158604 -0.412968 0.7328 -0.6302 0.1652
O -0.887011 -0.266488 -1.222656 0.3382 -0.1659 -0.2583
C -0.146489 0.525076 0.858456 1.6256 -0.2801 -2.4361
C -0.736162 2.104538 0.208142 -1.0698 -3.1239 2.1662
O -1.252381 1.990110 1.330074 -2.0271 3.3132 1.6474
H 1.217482 -2.011670 -1.021806 -0.0402 -0.0307 0.1526
H 1.747914 -1.441237 0.569126 -0.1987 0.0316 -0.1613
H 0.130056 -2.173123 0.377682 0.1272 0.1285 -0.0968
H 1.033007 0.483901 -0.899931 -0.1520 -0.2146 0.0187
H -0.622564 -0.671998 -2.061929 -0.1868 0.1261 0.2604
H 0.679376 0.819994 1.506193 -0.1311 -0.0127 -0.3711
H -0.830366 -0.169905 1.407109 -0.1313 1.1922 -0.5635
H -1.494808 2.496629 -0.539689 1.0562 -0.1532 -0.3462
```
Positions in Å, forces in eV/Å.

- energy (Ha) = -307.50774
- frontier orbital gap (spin up / spin down) (eV) = 8.3778 / 8.3773
- energy relative to the best compared isomer or geometry (same formula, charge and spin) (kcal/mol) = 128.4

# 11
DFT (ωB97M-V/def2-TZVPD) results for C4H8O2 in the gas phase.

```
14
Properties=species:S:1:pos:R:3:forces:R:3
C 1.799827 0.755716 0.037415 -0.0247 0.0495 -0.0119
C 0.875333 -0.334728 0.509138 0.2405 -0.0366 -0.1002
O -0.171650 0.034495 1.400840 0.0103 0.0359 0.2223
C -0.531338 -0.475048 0.112533 -0.1627 -0.0703 -0.1354
C -1.298732 0.524847 -0.719207 0.2881 -0.1072 -0.2512
O -2.448582 0.930792 -0.009433 0.0144 0.1560 0.2792
H 1.256388 1.679682 -0.171916 0.0830 -0.1299 0.0376
H 2.324329 0.442554 -0.871398 -0.0507 0.0249 0.1152
H 2.549410 0.970767 0.806177 -0.1107 -0.0473 -0.1017
H 1.380681 -1.255277 0.811108 -0.0829 0.1237 -0.0738
H -0.975195 -1.471488 0.155926 0.0636 0.1417 -0.0128
H -1.643148 0.065407 -1.650454 0.0598 0.0167 0.1150
H -0.668344 1.385972 -0.984566 -0.1253 -0.1393 0.0826
H -2.131608 1.178949 0.872872 -0.2027 -0.0177 -0.1649
```
Positions in Å, forces in eV/Å.

- energy (Ha) = -307.64076
- frontier orbital gap (eV) = 11.2994
- energy relative to the best compared isomer or geometry (same formula, charge and spin) (kcal/mol) = 45.0
- SMILES = C[C@H]1O[C@H]1CO

# 12
DFT (ωB97M-V/def2-TZVPD) results for C4H8O2 in the gas phase.

```
14
Properties=species:S:1:pos:R:3:forces:R:3
O 0.414631 -0.383331 -1.587342 -0.1547 0.0220 0.0306
C 1.328683 0.248627 -0.701391 0.1450 0.0276 0.0724
C 0.473813 0.763454 0.471337 0.2345 -0.0191 -0.0022
C -0.979171 0.875381 0.065547 -0.1878 0.1300 0.1553
C -0.583328 -0.131112 0.973615 0.0082 0.1551 0.0416
O -0.480566 -1.675593 0.297121 -0.1434 -0.0015 -0.1158
H -0.061669 -1.363259 -0.643920 -0.0557 0.1026 0.0018
H 1.837510 1.078691 -1.206916 -0.0728 -0.1129 0.0847
H 2.081197 -0.477169 -0.368847 -0.1218 0.1018 -0.0611
H 0.993190 1.395038 1.192674 -0.1186 -0.0823 -0.0579
H -0.465048 0.217878 -1.303474 0.1903 -0.2170 -0.0250
H -1.672257 1.667280 0.324236 0.0707 -0.1281 -0.0142
H -0.823530 -0.359529 2.004997 0.0087 -0.0002 -0.1763
H -1.403145 -1.906089 0.093654 0.1975 0.0220 0.0661
```
Positions in Å, forces in eV/Å.

- energy (Ha) = -307.53368
- frontier orbital gap (eV) = 8.9354
- energy relative to the best compared isomer or geometry (same formula, charge and spin) (kcal/mol) = 112.2

no.,F_max (eV/Å)
1,0.37
2,2.91
3,0.83
4,0.42
5,0.34
6,0.41
7,1.91
8,1.15
9,0.33
10,4.22
11,0.40
12,0.29